No. 1
A cluster of 2 separate species, C13H21N6O in total in a non-equilibrium geometry, computed with ωB97M-V with the def2-TZVPD basis set.

The energy above the lowest of the compared OMol25 structures with the same formula, charge and spin is 53.2 kcal/mol. The total charge is +1. Its max |F| is 5.7 eV/A. The lowest unoccupied orbital energy comes out at -3.73 eV. As for the spin multiplicity: 1. Its gap between HOMO and LUMO is 7.89 eV.

Structure (XYZ):
```
41
C13H21N6O | OMol25 | ωB97M-V with the def2-TZVPD basis set
C -1.32552 -0.34574 0.89986
C 0.25363 -0.48433 1.24984
N 0.65277 -1.91268 1.14129
C 1.34273 -2.23370 -0.14505
C 0.63360 -1.65537 -1.44543
N 1.20646 -0.33549 -1.90809
C 2.48743 -0.19316 -2.23283
N 3.53221 -1.17689 -2.21429
C 4.74629 -0.58186 -2.62932
N 4.43024 0.78677 -2.94502
N 3.12413 1.00638 -2.69634
C 1.57580 -2.32666 2.19619
C 1.80018 -3.90565 2.39638
O 2.23779 -1.57646 2.92840
H -1.49419 0.05254 -0.16200
H -1.86877 -1.33510 1.02339
H -1.80212 0.39501 1.61183
H 0.34846 -0.06271 2.30880
H 0.89201 0.21784 0.60164
H 2.44140 -1.95917 -0.04684
H 1.31419 -3.37703 -0.24806
H 0.87572 -2.38719 -2.29490
H -0.50188 -1.62849 -1.38315
H 0.58828 0.47745 -1.95457
H 5.78375 -1.02582 -2.71503
H 5.09219 1.49809 -3.29086
H 2.60787 1.87906 -2.82525
H 2.08392 -4.16921 3.45668
H 0.94830 -4.52348 1.96765
H 2.71775 -4.15173 1.74793
N -3.77442 2.26182 1.92062
C -3.40294 3.54735 1.82097
C -3.78435 4.38395 0.78450
C -4.59523 3.86487 -0.21298
C -4.99363 2.53870 -0.13702
C -4.56132 1.78443 0.94216
H -2.76694 3.90728 2.62294
H -3.45542 5.41503 0.75834
H -4.91425 4.48760 -1.04127
H -5.62648 2.10036 -0.89825
H -4.84964 0.74339 1.04716
```

---

No. 2
A structure of composition C20H43I3N3O2 in a non-equilibrium geometry, computed with ωB97M-V with the def2-TZVPD basis set.

The total charge is -1. Its max |F| is 2.4 eV/A. The lowest unoccupied orbital energy comes out at 2.09 eV. As for the spin multiplicity: 1. Its gap between HOMO and LUMO is 6.99 eV.

Structure (XYZ):
```
71
C20H43I3N3O2 | OMol25 | ωB97M-V with the def2-TZVPD basis set
C 0.62311 -0.44980 -4.13978
C 0.00192 -1.84760 -4.45623
I -1.43359 -2.23401 -2.81845
C -0.87027 -1.89338 -5.77277
C -0.04170 -1.74252 -7.08790
C 1.11796 -2.85216 -7.00154
O 0.75905 -4.03122 -7.11127
O 2.32189 -2.45194 -6.79363
N 0.65284 -0.44162 -7.25959
I -0.62400 1.18629 -7.05239
C 1.19899 -0.32472 -8.65301
C 2.50895 0.55769 -8.75143
C 3.51253 -0.17159 -9.74688
I 3.39065 1.03251 -6.83935
H 1.36824 -0.10125 -4.89300
H 1.19253 -0.56485 -3.17140
H -0.16913 0.31292 -3.91381
H 0.74291 -2.67208 -4.38312
H -1.30066 -2.93359 -5.79907
H -1.75150 -1.21139 -5.68480
H -0.64060 -1.92918 -8.02142
H 0.40599 0.23812 -9.22624
H 1.29543 -1.31191 -9.15946
H 2.23622 1.51488 -9.26480
H 3.26672 0.12314 -10.80406
H 3.38906 -1.28372 -9.69436
H 4.56897 0.11157 -9.50096
C -2.28298 1.00872 -0.93128
C -3.07296 1.58099 0.23870
N -3.26723 0.63456 1.32744
C -4.24926 1.07718 2.30597
C -3.93201 2.33651 3.11729
C -2.05863 0.03943 1.87827
C -0.99160 0.98170 2.44331
H -2.73885 0.09003 -1.30528
H -2.26316 1.72953 -1.75222
H -1.24624 0.79673 -0.66150
H -4.05460 1.87257 -0.14888
H -2.58292 2.50440 0.57871
H -4.46043 0.25568 2.99844
H -5.19435 1.24727 1.77800
H -3.18398 2.14345 3.88677
H -4.83448 2.67784 3.63295
H -3.58628 3.15991 2.49025
H -1.59318 -0.57090 1.09845
H -2.33520 -0.68406 2.65231
H -0.79949 1.83470 1.79010
H -0.04727 0.43931 2.54959
H -1.25991 1.34971 3.43343
C 1.77910 -0.66849 9.38311
C 2.09873 -0.85548 7.90542
N 0.95049 -0.66769 7.03314
C 1.18462 -1.12054 5.66799
C 2.25022 -0.39090 4.84719
C 0.25346 0.60436 7.15887
C 1.05829 1.88663 6.92727
H 0.95638 -1.31653 9.69388
H 2.65354 -0.92526 9.98578
H 1.51574 0.36519 9.61809
H 2.46384 -1.88020 7.78412
H 2.93207 -0.19142 7.63747
H 0.23918 -1.09961 5.11657
H 1.45984 -2.18023 5.70919
H 1.90190 0.58673 4.51325
H 2.47926 -0.96850 3.94758
H 3.18516 -0.26233 5.39541
H -0.18513 0.65537 8.16057
H -0.61226 0.60634 6.48906
H 2.02685 1.86787 7.43050
H 0.50445 2.74065 7.32778
H 1.21682 2.08015 5.86769
```

---

No. 3
A cluster of 2 separate species, C2H5IN2 in total in a non-equilibrium geometry, computed with ωB97M-V with the def2-TZVPD basis set.

The energy above the lowest of the compared OMol25 structures with the same formula, charge and spin is 45.8 kcal/mol. The total charge is 0. Its max |F| is 3.7 eV/A. The lowest unoccupied orbital energy comes out at 0.53 eV. As for the spin multiplicity: 1. Its gap between HOMO and LUMO is 9.00 eV.

Structure (XYZ):
```
10
C2H5IN2 | OMol25 | ωB97M-V with the def2-TZVPD basis set
C 1.50649 -0.78106 0.18376
C 0.28637 -0.08922 0.17070
N -1.07971 1.82796 0.06030
N -0.24826 0.95018 0.24261
I -4.47202 0.14623 -0.06638
H 1.60724 -1.62286 -0.56137
H 2.37595 -0.02108 0.11139
H 1.62178 -1.36063 1.12993
H -3.33370 1.14147 -0.00713
H -1.40415 2.36607 0.84281
```

---

No. 4
A structure of composition C81H85ClGe2NNiO2PS4 in a non-equilibrium geometry, computed with ωB97M-V with the def2-TZVPD basis set.

The energy above the lowest of the compared OMol25 structures with the same formula, charge and spin is 10.5 kcal/mol. The total charge is -2. Its max |F| is 2.0 eV/A. The lowest unoccupied orbital energy (alpha / beta) comes out at 3.76 / 3.76 eV. As for the spin multiplicity: 3. The expectation value of S² is 2.021. Its gap between HOMO and LUMO (alpha / beta) is 3.94 / 5.08 eV.

Structure (XYZ):
```
178
C81H85ClGe2NNiO2PS4 | OMol25 | ωB97M-V with the def2-TZVPD basis set
Ni -1.51767 1.02869 -0.09798
Cl -1.09487 2.63309 -1.67028
C -1.91317 4.06649 -1.18718
C -1.38717 5.31039 -1.49348
C -2.07927 6.44979 -1.12328
C -3.29207 6.33469 -0.46298
C -3.79067 5.08389 -0.14828
C -3.10697 3.92409 -0.49078
P -3.62477 1.95319 -0.18498
C -4.70857 2.42579 1.18732
C -4.13737 3.17009 2.22062
C -4.87117 3.52139 3.33252
C -6.19097 3.09579 3.45592
C -6.75577 2.32259 2.45122
C -6.02697 1.98929 1.32652
C -4.58507 2.36979 -1.70588
C -5.77127 3.10009 -1.67658
C -6.33537 3.59049 -2.83878
C -5.72307 3.37849 -4.06218
C -4.54507 2.65629 -4.10848
C -3.98787 2.15549 -2.94758
H -0.44147 5.39489 -2.00308
H -1.66927 7.42829 -1.34148
H -3.84957 7.22259 -0.18728
H -4.73847 5.01349 0.36872
H -3.10517 3.47539 2.11732
H -4.42807 4.12479 4.11742
H -6.77297 3.36879 4.32922
H -7.77727 1.97199 2.54672
H -6.48467 1.39969 0.54792
H -6.26137 3.29989 -0.73648
H -7.25887 4.15409 -2.79758
H -6.16077 3.77309 -4.96978
H -4.05857 2.48199 -5.05838
H -3.08227 1.57149 -2.99938
C 0.28263 3.00439 -5.31748
C 1.47073 2.89979 -4.40888
C 2.47853 1.97709 -4.62708
C 3.52783 1.82799 -3.73158
C 4.59763 0.81739 -4.02568
C 3.54363 2.59519 -2.56368
C 2.58303 3.58909 -2.37148
C 2.63203 4.47889 -1.16768
C 1.56953 3.73199 -3.30488
C 4.62153 2.38139 -1.57348
C 5.85973 2.95939 -1.83018
C 6.93783 2.70349 -1.00598
C 6.78423 1.82129 0.04452
C 5.54383 1.24499 0.31652
C 4.43593 1.55849 -0.46198
Ge 2.57353 0.78049 -0.11348
S 0.93853 1.99189 0.59322
S 2.58363 -1.08411 1.24522
Ge 1.14803 -1.74941 -0.43698
S -0.88817 -1.14051 -0.74398
S 2.36623 -0.56831 -1.97748
C 1.21213 -3.76471 -0.54938
C 1.21843 -4.39301 -1.79228
C 1.04963 -5.77101 -1.88338
C 0.88023 -6.53261 -0.74258
C 0.89643 -5.91351 0.49342
C 1.05153 -4.53441 0.60242
C 1.05983 -3.96561 1.97632
C 2.24653 -3.94271 2.71332
C 3.54003 -4.38941 2.10132
C 2.23813 -3.45311 4.01062
C 1.06983 -3.00911 4.60752
C 1.08763 -2.42441 5.99332
C -0.10737 -3.08441 3.88332
C -0.12997 -3.54491 2.57372
C -1.42027 -3.53521 1.82302
C 1.46223 -3.66091 -3.05918
C 0.40693 -3.23911 -3.86698
C -1.01437 -3.38061 -3.42628
C 0.69063 -2.65781 -5.09658
C 1.99033 -2.49311 -5.54118
C 2.28253 -1.91651 -6.89858
C 3.02863 -2.91211 -4.72138
C 2.78163 -3.49431 -3.48988
C 3.91423 -3.95091 -2.61888
C 5.54453 0.23569 1.40202
C 5.21073 0.56179 2.71112
C 4.61753 1.89859 3.04612
C 5.41963 -0.37201 3.72042
C 5.94943 -1.62031 3.44912
C 6.21013 -2.61241 4.54632
C 6.22793 -1.95041 2.12882
C 6.02573 -1.04531 1.10252
C 6.28313 -1.43301 -0.32318
H 0.39803 2.36719 -6.19088
H 0.12813 4.03179 -5.64618
H -0.60907 2.69089 -4.77598
H 2.44243 1.33679 -5.49858
H 4.67843 0.65179 -5.09978
H 4.32973 -0.12941 -3.55678
H 5.56513 1.13129 -3.63738
H 3.65853 4.69969 -0.87408
H 2.14313 3.97329 -0.32998
H 2.10193 5.41209 -1.34828
H 0.82073 4.49659 -3.16388
H 5.96973 3.60549 -2.69348
H 7.89943 3.16149 -1.20008
H 7.63313 1.55829 0.66662
H 1.04753 -6.23791 -2.86228
H 0.74023 -7.60511 -0.81618
H 0.77783 -6.50191 1.39532
H 3.37763 -5.16481 1.35532
H 4.22403 -4.76651 2.86122
H 4.00713 -3.53211 1.61672
H 3.16603 -3.40661 4.56522
H 1.86323 -2.88231 6.60722
H 0.12493 -2.55621 6.48672
H 1.29873 -1.35501 5.94092
H -1.03247 -2.75231 4.33672
H -2.26617 -3.62241 2.50312
H -1.47377 -4.32611 1.07682
H -1.50627 -2.58391 1.29322
H -1.17217 -4.30201 -2.86858
H -1.69187 -3.35131 -4.27798
H -1.25997 -2.55091 -2.75908
H -0.13187 -2.32941 -5.71808
H 1.38753 -1.47611 -7.33258
H 2.64323 -2.69831 -7.57178
H 3.05393 -1.15081 -6.83598
H 4.05213 -2.78111 -5.05088
H 4.86943 -3.84201 -3.12968
H 3.77903 -4.99431 -2.33258
H 3.93703 -3.35631 -1.70648
H 4.48223 2.49779 2.14832
H 5.25283 2.44499 3.74612
H 3.63993 1.75369 3.50392
H 5.16203 -0.11121 4.74002
H 6.08303 -2.15001 5.52302
H 7.22283 -3.01111 4.47632
H 5.51763 -3.44971 4.46832
H 6.61133 -2.93751 1.90032
H 6.62243 -2.46571 -0.39358
H 7.02853 -0.78231 -0.78238
H 5.36273 -1.32911 -0.89808
C -4.51467 -0.87651 -2.31568
C -4.49887 -0.98351 -0.79148
C -3.93517 -2.37151 -0.44748
C -3.66897 0.12459 -0.12878
C -5.88087 -0.92441 -0.17178
C -6.02287 -1.09791 1.21022
C -7.25457 -1.05201 1.82552
C -8.40487 -0.83881 1.07852
C -8.28837 -0.67461 -0.29178
C -7.04907 -0.72021 -0.90788
H -3.48387 -0.89301 -2.66418
H -4.98057 0.04639 -2.64968
H -5.03807 -1.72691 -2.75958
H -2.90927 -2.46301 -0.78938
H -4.55057 -3.13221 -0.93138
H -3.95047 -2.53841 0.62372
H -3.37327 -0.16911 0.88122
H -5.14647 -1.26041 1.81842
H -7.32487 -1.18041 2.89792
H -9.37597 -0.79411 1.55702
H -9.18047 -0.52471 -0.89068
H -7.00007 -0.60131 -1.97928
O 0.07793 -0.44481 3.04452
C -0.71717 0.58179 2.78442
O -1.51397 0.58429 1.87652
C -0.65357 1.72569 3.81142
N 0.31873 1.40749 4.86602
C -0.38227 1.31899 6.14352
C -1.80697 0.94419 5.74122
C -2.02027 1.81069 4.50522
H -0.40647 2.63979 3.26732
H 1.08193 2.07199 4.87662
H 0.63783 -0.21641 3.81392
H -0.37617 2.27249 6.69952
H 0.08383 0.55619 6.77622
H -2.53507 1.13329 6.52872
H -1.84327 -0.10991 5.46232
H -2.24137 2.83729 4.79772
H -2.81297 1.45769 3.84972
```

---

No. 5
A structure of composition C3H2Br4O2 in a non-equilibrium geometry, computed with ωB97M-V with the def2-TZVPD basis set.

The total charge is 0. Its max |F| is 4.2 eV/A. The lowest unoccupied orbital energy comes out at 0.19 eV. As for the spin multiplicity: 1. Its gap between HOMO and LUMO is 10.28 eV.

Structure (XYZ):
```
11
C3H2Br4O2 | OMol25 | ωB97M-V with the def2-TZVPD basis set
C -1.41937 -0.15665 -0.11148
C 0.63011 -0.62548 0.53512
C 0.54367 0.84266 -0.38592
O -0.65117 -0.63464 0.96273
O -0.66321 0.74325 -0.97653
Br 1.91599 -0.45581 1.91599
Br 0.92876 -2.14255 -0.67170
Br 2.06314 0.87204 -1.60255
Br 0.65252 2.30679 0.92267
H -1.66386 -1.12156 -0.90365
H -2.33658 0.37194 0.31532
```

---

No. 6
A structure of composition C13H24Cl2LaN2O in a non-equilibrium geometry, computed with ωB97M-V with the def2-TZVPD basis set.

The energy above the lowest of the compared OMol25 structures with the same formula, charge and spin is 19.9 kcal/mol. The total charge is -1. Its max |F| is 2.2 eV/A. The lowest unoccupied orbital energy (alpha / beta) comes out at 2.43 / 2.46 eV. As for the spin multiplicity: 1. Its gap between HOMO and LUMO (alpha / beta) is 1.93 / 6.98 eV.

Structure (XYZ):
```
43
C13H24Cl2LaN2O | OMol25 | ωB97M-V with the def2-TZVPD basis set
La -0.39058 -0.84122 -0.75019
Cl -2.14320 0.33337 -2.33281
Cl 1.12764 -2.75219 0.34097
C -1.25369 -3.13359 -2.29059
H -1.19264 -3.64117 -1.32077
H -2.21796 -3.17500 -2.81855
C 1.57769 0.20672 -1.59642
C -0.15031 -2.64804 -2.90992
H 2.05966 1.12077 -1.21124
C -0.21286 -2.06356 -4.29537
H 0.86029 -2.77334 -2.48208
C 1.12527 -1.47695 -4.77514
H -0.50376 -2.84949 -5.01226
H -1.00425 -1.29161 -4.33819
C 1.46633 -0.11264 -4.13032
H 1.93356 -2.19703 -4.58480
H 1.07498 -1.30521 -5.85680
C 2.30315 -0.25258 -2.80300
H 2.09729 0.44366 -4.85257
H 0.53802 0.47543 -3.95127
H 2.58657 -1.31931 -2.59348
H 3.24939 0.32859 -2.96705
C -2.94885 1.90469 2.05479
N -1.71943 1.67523 2.79899
C -1.65627 2.25334 4.12767
C -0.67070 1.48725 4.96061
C 0.64212 1.45902 4.23664
N 0.45741 0.89017 2.92230
C 1.62994 0.25507 2.33341
C -0.69114 1.03116 2.24121
O -0.80802 0.52247 1.05172
H -2.86793 1.45455 1.05869
H -3.13366 2.98528 1.97355
H -3.79721 1.46185 2.59852
H -1.36830 3.31523 4.07228
H -2.65532 2.21627 4.56164
H -1.03133 0.46903 5.12974
H -0.55075 1.95461 5.93684
H 1.37521 0.84645 4.75931
H 1.04939 2.47900 4.14922
H 2.48370 0.94510 2.38779
H 1.87321 -0.66280 2.89400
H 1.45733 -0.01859 1.28293
```